Entry from the OMol25 dataset: an isolated molecule of C5H6O (ωB97M-V/def2-TZVPD).

Last column: natural (NBO) charge in e.
Atoms and positions in Å:
C: -0.11988 1.43293 0.30529  -0.591
C: -0.16020 -0.07773 0.53671  -0.404
C: -1.39524 -0.73675 -0.07563  0.463
O: -2.19416 -0.15890 -0.76659  -0.505
C: 1.00878 -0.73858 -0.05924  0.000
C: 1.93425 -1.24089 -0.64307  -0.234
H: 0.73388 1.86701 0.83292  0.218
H: -0.01449 1.64678 -0.76099  0.226
H: -1.03978 1.90413 0.66127  0.223
H: -0.18760 -0.30110 1.61409  0.244
H: -1.50252 -1.81703 0.15521  0.117
H: 2.76066 -1.67397 -1.16202  0.243

## Properties
energy relative to the best compared isomer or geometry (same formula, charge and spin) = 42.4 kcal/mol
lowest unoccupied orbital energy = 0.9 eV
DFT total energy = -7327.447 eV
SMILES = C#C[C@@H](C)C=O

Entry from the OMol25 dataset: an isolated molecule of C21H29N5O2 (ωB97M-V/def2-TZVPD).

Last column: natural (NBO) charge in e.
Atoms and positions in Å:
C: -7.79119 5.18265 0.87555  -0.625
C: -6.86230 4.07297 1.25410  -0.127
C: -5.58500 4.16823 1.84196  -0.059
N: -5.03199 2.97835 2.02774  -0.268
N: -5.93572 2.10490 1.57403  -0.160
C: -5.61778 0.69345 1.54846  -0.199
C: -4.72285 0.32191 0.37334  -0.433
C: -4.34265 -1.15264 0.43654  -0.209
N: -3.54541 -1.66107 -0.69693  -0.680
C: -2.26722 -1.02153 -0.80841  0.718
O: -2.12245 0.06386 -1.31164  -0.554
C: -1.14447 -1.79801 -0.17232  -0.503
C: 0.17484 -1.04992 -0.13367  -0.214
C: 0.82742 -0.83862 -1.52202  -0.407
C: 2.24532 -1.39741 -1.37367  -0.229
N: 2.49442 -1.34018 0.06324  -0.427
C: 3.64953 -2.09975 0.48841  -0.236
C: 4.94269 -1.51641 -0.02603  -0.021
C: 5.16163 -0.14113 0.01953  -0.164
C: 6.35070 0.39689 -0.43652  -0.164
C: 7.35383 -0.43073 -0.93315  -0.168
C: 8.61870 0.21638 -1.41111  0.661
N: 9.72053 -0.58973 -1.47556  -0.823
O: 8.65934 1.38534 -1.73917  -0.604
C: 7.13635 -1.80169 -0.98944  -0.190
C: 5.93583 -2.33666 -0.54359  -0.210
C: 1.25032 -1.79597 0.65745  -0.213
C: -7.04496 2.71780 1.10228  -0.059
H: -8.82522 4.83943 0.84692  0.215
H: -7.73373 6.00083 1.59355  0.219
H: -7.55062 5.59139 -0.10753  0.217
H: -5.05331 5.05774 2.14271  0.205
H: -5.12633 0.45491 2.49274  0.215
H: -6.55977 0.14294 1.51238  0.200
H: -5.24512 0.53202 -0.56487  0.203
H: -3.83520 0.95411 0.39066  0.235
H: -3.78404 -1.34991 1.35674  0.191
H: -5.24271 -1.76967 0.48920  0.198
H: -4.05358 -1.40346 -1.54082  0.370
H: -1.47917 -2.09097 0.82950  0.229
H: -1.05091 -2.73945 -0.72476  0.234
H: 0.00883 -0.07576 0.32843  0.219
H: 0.27637 -1.35345 -2.31025  0.206
H: 0.84028 0.21785 -1.78019  0.225
H: 2.28847 -2.44412 -1.72552  0.156
H: 2.99749 -0.83255 -1.92387  0.213
H: 3.66779 -2.10082 1.58263  0.211
H: 3.57498 -3.15489 0.16873  0.166
H: 4.37837 0.50094 0.40213  0.222
H: 6.52547 1.46432 -0.42035  0.237
H: 9.75629 -1.44971 -0.95989  0.391
H: 10.59102 -0.13600 -1.69523  0.403
H: 7.88109 -2.46073 -1.41835  0.210
H: 5.76528 -3.40475 -0.61180  0.211
H: 1.22632 -1.58460 1.72829  0.204
H: 1.12627 -2.88861 0.52462  0.152
H: -7.87209 2.15170 0.70483  0.212

## Properties
energy relative to the best compared isomer or geometry (same formula, charge and spin) = 43.5 kcal/mol
lowest unoccupied orbital energy = 0.7 eV
DFT total energy = -33793.663 eV
SMILES = Cc1cnn(CCCNC(=O)C[C@@H]2CCN(Cc3ccc(C(N)=O)cc3)C2)c1

Entry from the OMol25 dataset: a cluster of 2 separate species, C15H29Cl4INO2P2 in total (ωB97M-V/def2-TZVPD).

Last column: natural (NBO) charge in e.
Atoms and positions in Å:
C: -2.37784 -3.94132 1.39774  -0.330
C: -2.03716 -3.19656 0.22778  -0.012
C: -1.53117 -2.68697 -1.28288  -0.480
C: -0.83685 -1.17576 -1.14821  0.007
P: -0.87753 -0.61151 -2.99941  0.712
C: 0.56626 0.56772 -3.41469  -0.725
C: 2.02507 -0.16278 -3.60837  -0.627
C: -2.59253 0.24359 -3.17853  -0.715
C: -2.57483 1.85185 -2.79682  -0.648
C: 0.60532 -1.54701 -0.46256  -0.113
O: 0.91320 -0.43827 0.45407  -0.846
P: -0.41509 0.62434 0.84536  1.261
I: -1.23540 -0.63216 2.84080  -0.402
C: 0.53007 1.73306 2.08540  -0.724
C: 2.11229 1.34796 2.28744  -0.414
C: 2.35597 0.04045 3.29284  -0.426
C: 3.93200 0.06577 3.84696  -0.431
C: 4.66446 -1.38811 3.49738  -0.219
N: 4.24281 -2.50240 4.45113  -0.872
O: -1.54418 -0.21060 -0.24265  -0.827
H: -3.00869 -4.65447 2.11783  0.269
H: -2.49222 -2.55326 -1.93716  0.241
H: -0.74173 -3.42660 -1.75735  0.250
H: 0.62627 1.45829 -2.65700  0.238
H: 0.30331 1.05557 -4.47221  0.224
H: 2.08182 -1.26384 -3.20238  0.218
H: 2.82095 0.54276 -3.08149  0.223
H: 2.21835 -0.24341 -4.78202  0.205
H: -3.06575 0.11201 -4.26125  0.226
H: -3.34217 -0.25998 -2.40006  0.255
H: -1.50200 2.29473 -2.64691  0.220
H: -3.16712 2.07073 -1.78501  0.228
H: -3.11388 2.49538 -3.62046  0.196
H: 0.66848 -2.48529 0.24660  0.204
H: 1.56433 -1.66788 -1.12237  0.188
H: -0.28168 1.52056 -0.30881  -0.163
H: -1.59356 1.46020 1.10610  -0.142
H: 0.50668 2.84617 1.67259  0.202
H: -0.04692 1.73694 3.10806  0.231
H: 2.72247 1.26130 1.27496  0.215
H: 2.60564 2.26769 2.86618  0.176
H: 2.25909 -0.98246 2.69629  0.214
H: 1.59919 -0.00132 4.18725  0.227
H: 4.54095 0.97844 3.41523  0.206
H: 3.86821 0.13106 5.03514  0.209
H: 4.42423 -1.77031 2.40374  0.171
H: 5.84649 -1.28874 3.62339  0.177
H: 4.84577 -3.33162 4.20866  0.350
H: 3.22984 -2.72654 4.33897  0.367
C: -6.06027 3.28853 -2.07187  -0.209
Cl: -5.07359 3.54418 -0.61039  0.075
Cl: -7.68364 3.97836 -1.82061  0.039
Cl: -5.28307 4.08942 -3.46079  0.046
Cl: -6.20067 1.54212 -2.39562  0.058

## Properties
net charge = -1
lowest unoccupied orbital energy = 1.9 eV
DFT total energy = -98368.680 eV